1.
The following is a DFT calculation (ωB97M-V with the def2-TZVPD basis set) of 2 unconnected molecules or ions with the total composition C3H12N4O at a distorted geometry.

## Properties
Total energy ... -414.9324 hartree
Kohn-Sham gap (spin up / spin down) ... 7.3572 / 7.3529 eV
Molecular weight ... 120.16 g mol⁻¹
HOMO (spin up / spin down) ... -17.78 / -17.78 eV
Energy above the lowest of the compared OMol25 structures with the same formula, charge and spin ... 6.1679 eV
Total charge ... +2

The geometry in XYZ format:
```
20
Properties=species:S:1:pos:R:3:forces:R:3:mulliken_charge:R:1
C 0.5434 -0.0467 0.9086 2.09 -4.13 0.49 -0.19
C -1.2618 -1.2996 1.7526 -3.13 1.09 -1.23 -0.80
C 0.9952 1.9364 -1.9351 3.04 0.02 -1.62 -0.61
N -0.5429 1.0283 -0.6214 -0.47 0.19 -0.32 -0.26
N -0.1109 -1.2200 0.8742 0.26 1.34 -1.02 0.63
N 0.1870 -2.2756 0.0952 2.15 0.66 0.24 -0.77
N -0.1416 1.1135 -1.7784 -0.93 -1.42 -0.58 0.20
O 0.1476 0.7991 1.7551 -1.10 1.95 2.23 -0.41
H 1.6303 -0.0855 0.8030 -0.08 0.05 -1.50 0.61
H -1.5247 -0.2407 2.0645 -0.01 -1.69 -0.37 0.40
H -2.1804 -1.8343 1.3076 1.60 0.85 0.33 0.32
H -0.9654 -1.8305 2.5939 0.55 -1.05 1.71 0.39
H 1.7249 1.7998 -2.8125 -1.49 -0.79 1.01 0.33
H 0.5490 2.8585 -2.1857 -0.09 1.85 0.35 0.36
H 1.5623 1.8391 -1.0204 0.07 0.83 0.14 0.28
H -1.4164 0.5558 -0.3220 -0.01 0.02 -1.46 0.33
H 1.0679 -2.5189 -0.3326 0.74 0.98 0.71 0.24
H -0.4763 -2.8623 -0.2736 -2.79 -1.10 -0.27 0.22
H -0.5154 0.7236 -2.6727 -0.68 -0.15 0.84 0.32
H 0.7282 1.5599 1.7998 0.28 0.52 0.32 0.42
```
Positions in Å, forces in eV/Å.


2.
The following is a DFT calculation (ωB97M-V with the def2-TZVPD basis set) of a single C9H11IS molecule at a distorted geometry.

## Properties
Total energy ... -1045.3927 hartree
Kohn-Sham gap ... 8.6192 eV
Molecular weight ... 278.16 g mol⁻¹
HOMO ... -8.58 eV
SMILES ... CS[C@H](I)c1ccccc1C

The geometry in XYZ format:
```
22
Properties=species:S:1:pos:R:3:forces:R:3:mulliken_charge:R:1
C 0.4468 -3.0914 -0.5581 -1.99 1.40 0.97 -0.68
S 1.6066 -2.2868 0.5472 0.61 0.50 0.49 0.02
C 1.5224 -0.5752 -0.1822 0.49 -1.26 0.95 -1.38
I 3.5013 0.3724 0.0106 -0.74 -0.39 -0.29 0.06
C 0.4665 0.2886 0.3921 -0.12 1.51 -0.94 0.95
C 0.3909 0.4553 1.7586 -2.09 -0.66 -0.40 -0.62
C -0.6866 1.1501 2.2948 0.51 1.94 1.38 -0.58
C -1.4897 1.9459 1.5026 0.70 -0.82 -1.24 -0.49
C -1.3261 1.8445 0.1151 -1.88 1.47 1.00 -0.43
C -0.3903 1.0705 -0.4729 1.38 -1.96 0.65 0.85
C -0.4405 0.8687 -1.9382 1.84 -0.55 -1.63 -1.51
H 0.8896 -3.4616 -1.4268 0.91 -0.66 -1.36 0.31
H -0.2765 -2.2739 -0.8647 0.36 -1.24 0.39 0.13
H -0.0783 -3.9098 -0.0274 0.22 0.62 -0.26 0.33
H 1.3064 -0.8663 -1.1787 0.39 0.56 -1.11 0.50
H 0.8981 -0.2081 2.4085 1.00 -0.29 0.47 0.41
H -0.7284 1.3220 3.3805 -0.13 -0.54 -0.41 0.33
H -2.2379 2.6373 1.8221 -0.33 0.05 0.71 0.40
H -2.0862 2.4022 -0.4467 0.62 -0.21 -0.30 0.32
H 0.4980 0.4659 -2.4189 -0.55 0.66 0.79 0.35
H -1.1274 0.0871 -2.2002 -0.87 -0.24 -0.08 0.32
H -0.6588 1.7627 -2.5173 -0.31 0.11 0.22 0.43
```
Positions in Å, forces in eV/Å.


3.
The following is a DFT calculation (ωB97M-V with the def2-TZVPD basis set) of a molecular structure, C41H47N7O6Ta.

## Properties
Total energy ... -2481.7451 hartree
Kohn-Sham gap ... 7.3596 eV
Molecular weight ... 914.82 g mol⁻¹
HOMO ... -15.37 eV
Energy above the lowest of the compared OMol25 structures with the same formula, charge and spin ... 0.1823 eV
Total charge ... +3

The geometry in XYZ format:
```
102
Properties=species:S:1:pos:R:3:forces:R:3:mulliken_charge:R:1
Ta 0.5185 -0.5285 -0.1583 0.00 -0.78 -0.18 1.70
O 0.2066 -0.9955 1.5898 0.26 0.27 0.17 -0.14
C -0.6047 -0.8388 2.7737 -0.04 0.00 -0.01 2.68
C -1.5121 0.3391 2.3995 0.00 -0.02 0.05 -2.34
C -2.3512 0.1432 1.1609 0.00 0.03 0.03 1.09
C -3.7119 0.3614 1.2873 0.00 0.01 -0.01 -0.61
C -4.5505 0.1799 0.2062 0.04 0.00 0.00 -1.41
C -3.9846 -0.2164 -0.9878 0.01 0.02 0.00 -0.75
C -2.6123 -0.3888 -1.1005 -0.01 0.03 -0.02 0.12
C -2.1289 -0.7042 -2.4979 0.01 -0.04 -0.02 -2.00
C -0.9577 -1.6605 -2.7112 0.02 0.01 0.09 3.65
O 0.0575 -1.1399 -1.8314 0.05 0.26 -0.31 1.65
C -1.1709 -3.1125 -2.3035 0.02 -0.01 -0.05 -1.40
C -2.0927 -3.4883 -1.3295 -0.02 -0.01 0.03 0.48
C -2.1262 -4.7942 -0.8527 -0.01 -0.01 -0.01 -0.81
C -1.2453 -5.7429 -1.3521 0.01 0.01 -0.01 -0.68
C -0.3424 -5.3856 -2.3475 0.00 0.00 0.01 -0.96
C -0.3039 -4.0795 -2.8187 -0.01 -0.02 0.01 -0.05
C -0.4917 -1.5224 -4.1506 -0.02 -0.02 0.00 -0.77
C -1.2835 -2.0734 -5.1549 -0.01 0.00 0.00 -0.05
C -0.9232 -1.9322 -6.4848 0.00 0.01 0.00 -1.16
C 0.2355 -1.2443 -6.8226 0.00 -0.01 0.00 -0.53
C 1.0277 -0.7001 -5.8249 0.01 0.01 -0.01 -1.21
C 0.6647 -0.8342 -4.4895 0.00 0.00 0.00 -0.01
N -1.7827 -0.2019 -0.0321 0.10 0.05 0.00 0.45
C 0.3004 -0.4340 3.9276 -0.05 0.02 0.02 -0.19
C 1.4150 0.3699 3.7055 0.01 0.01 0.01 -0.03
C 2.1988 0.7845 4.7716 0.00 0.01 0.00 -1.15
C 1.8668 0.4146 6.0673 -0.01 -0.01 0.00 -0.63
C 0.7482 -0.3728 6.2927 0.00 0.01 0.01 -1.02
C -0.0316 -0.7993 5.2270 0.01 -0.03 0.01 -0.31
C -1.2814 -2.1791 2.9998 -0.02 0.01 0.01 0.32
C -0.4588 -3.3039 3.0975 -0.01 -0.02 -0.01 -0.61
C -1.0016 -4.5639 3.2822 0.02 0.01 0.00 -1.16
C -2.3802 -4.7162 3.3928 -0.02 0.00 0.00 -0.73
C -3.1990 -3.6020 3.3364 0.00 -0.01 0.01 -0.99
C -2.6514 -2.3366 3.1414 0.03 0.01 -0.01 -0.35
H -0.8454 1.2005 2.2809 -0.01 -0.01 -0.02 0.40
H -2.1673 0.5829 3.2346 0.01 -0.03 0.00 0.53
H -4.1058 0.6623 2.2477 -0.01 0.00 0.01 0.66
H -5.6179 0.3323 0.2941 -0.01 0.01 0.00 0.48
H -4.6023 -0.3846 -1.8585 -0.01 -0.01 0.00 0.62
H -1.8118 0.2305 -2.9626 -0.03 0.05 0.01 0.50
H -2.9826 -1.0536 -3.0771 0.02 -0.03 0.00 0.54
H -2.8067 -2.7805 -0.9306 0.01 0.01 0.01 0.29
H -2.8531 -5.0696 -0.1000 0.00 0.00 0.01 0.51
H -1.2785 -6.7612 -0.9885 -0.01 0.00 0.00 0.48
H 0.3203 -6.1286 -2.7718 0.01 0.00 0.01 0.48
H 0.3941 -3.8111 -3.6021 0.01 0.00 0.02 0.49
H -2.1771 -2.6326 -4.9002 -0.01 0.00 0.00 0.43
H -1.5428 -2.3648 -7.2584 0.00 0.00 0.00 0.45
H 0.5203 -1.1405 -7.8605 0.00 0.00 0.00 0.44
H 1.9354 -0.1715 -6.0842 0.00 0.00 0.00 0.46
H 1.2958 -0.4104 -3.7187 -0.01 0.00 0.00 0.38
H 1.6878 0.6752 2.7020 0.00 -0.01 -0.01 0.13
H 3.0716 1.3976 4.5907 0.00 0.00 0.00 0.48
H 2.4797 0.7362 6.8981 0.00 0.00 0.00 0.44
H 0.4824 -0.6637 7.2998 0.00 0.00 0.00 0.46
H -0.8936 -1.4268 5.4153 0.00 0.00 0.00 0.47
H 0.6203 -3.1756 3.0924 0.00 0.00 0.00 0.88
H -0.3536 -5.4254 3.3763 0.01 0.00 0.00 0.50
H -2.8066 -5.6971 3.5534 0.00 0.00 0.00 0.49
H -4.2683 -3.7085 3.4611 0.00 0.00 0.00 0.50
H -3.3125 -1.4821 3.1308 -0.01 0.02 0.00 0.48
C 5.2190 -1.2618 -0.8568 -0.01 0.01 -0.02 -0.67
O 4.3097 -2.3817 -0.6216 0.06 -0.05 0.02 -0.46
C 3.0649 -2.1432 -0.4245 -0.22 -0.01 0.01 0.82
O 2.5584 -0.9831 -0.4247 -0.01 0.02 0.07 -1.13
N 2.2897 -3.2068 -0.2065 0.09 0.01 0.03 -0.36
N 0.9281 -2.9607 -0.0009 -0.03 0.07 -0.05 -0.52
H 6.2050 -1.7098 -0.8535 -0.01 0.00 0.00 0.31
H 5.1129 -0.5352 -0.0571 0.00 -0.01 0.00 0.30
H 4.9930 -0.8241 -1.8249 0.00 0.01 0.01 0.29
H 2.6672 -4.1453 -0.1916 0.00 0.02 -0.03 0.29
H 0.6391 -3.2902 0.9214 0.01 0.02 -0.01 0.35
H 0.3864 -3.4469 -0.7216 0.00 -0.01 0.02 -0.14
N -0.5089 2.0918 -1.7309 -0.04 -0.03 -0.05 -0.33
C -0.2038 3.0282 -0.6583 -0.07 -0.04 0.12 0.10
C -0.0959 4.5101 -1.0340 0.02 0.00 -0.03 -0.62
C -0.2969 5.4447 0.1699 -0.07 0.03 0.01 -0.93
C 0.5526 6.7053 0.1277 -0.01 0.01 0.00 -1.17
N 1.9601 6.3525 0.3193 0.02 -0.01 0.02 0.16
C 2.9548 7.2309 0.3310 0.01 -0.03 0.00 0.83
N 4.2066 6.8159 0.5378 0.00 0.01 0.01 -0.35
N 2.7177 8.5227 0.1223 0.00 0.02 0.01 -0.34
C 1.0686 2.5614 0.0384 0.32 0.20 -0.26 -0.09
O 1.8777 3.3008 0.5265 -0.01 -0.05 0.08 -0.76
O 1.2586 1.2319 0.0285 -0.42 0.07 0.29 -0.13
H 0.1062 2.2372 -2.5279 -0.01 0.01 0.01 0.24
H -1.4528 2.2587 -2.0622 0.01 -0.02 -0.02 0.40
H -1.0002 2.9179 0.0914 -0.01 0.00 -0.01 0.10
H -0.8526 4.7244 -1.7901 0.00 -0.01 0.00 0.47
H 0.8740 4.6822 -1.5090 0.00 0.00 0.02 0.43
H -0.0848 4.9241 1.1067 0.02 0.00 0.00 0.34
H -1.3412 5.7545 0.2230 0.00 -0.02 0.01 0.54
H 0.2320 7.3816 0.9240 0.01 0.01 -0.02 0.58
H 0.4279 7.2133 -0.8331 0.01 0.00 0.00 0.48
H 2.1628 5.3811 0.5262 0.00 -0.01 -0.03 0.13
H 4.4057 5.8491 0.7271 -0.01 0.00 0.00 0.17
H 4.9683 7.4686 0.6126 0.00 0.00 0.00 0.20
H 1.7835 8.8728 0.0005 0.00 -0.01 0.00 0.19
H 3.4650 9.1968 0.1219 0.00 0.00 0.00 0.21
```
Positions in Å, forces in eV/Å.